Molecular formula: C6H6
Method: DFT, ωB97M-V/def2-TZVPD

Computed properties:
E_LUMO: 0.74 eV
HOMO energy: -9.19 eV
orbital gap: 9.94 eV
energy relative to the best compared isomer or geometry (same formula, charge and spin): 563.8 kJ/mol
spin multiplicity: 1

Each line ends with the Mulliken charge.
CARTESIAN COORDINATES (ANGSTROEM)
C  3.39370  -0.24365  -0.35972  -0.492
C  2.43045  0.18822  0.31038  0.333
C  1.31622  -0.47374  -0.77473  -0.423
C  1.22171  0.72156  0.97210  -0.670
C  0.33790  0.36346  0.08240  0.433
C  -1.10562  0.30289  -0.07010  -1.085
H  1.37529  0.02736  -1.78192  0.280
H  1.23379  -1.58922  -0.77245  0.344
H  1.06260  1.44677  1.76537  0.377
H  -1.29960  1.07272  -0.87781  0.263
H  -1.72150  0.58636  0.81973  0.303
H  -1.31747  -0.64232  -0.41887  0.336

Cartesian forces (eV/Å) of the 2 atoms listed first:
C 1.055 -0.676 -0.830
C -2.453 0.659 1.280